Record 1
Density functional theory data (wB97M-V/def2-TZVPD) for C3H7N3O2 as an isolated structure in a non-equilibrium geometry.

Properties
Lowest unoccupied orbital energy (eV): -0.6
Orbital gap (eV): 9.344
Energy relative to the best compared isomer or geometry (same formula, charge and spin) (kcal per mole): 238.5
Net charge: 0
Multiplicity: 1

```
15
Properties=species:S:1:pos:R:3:forces:R:3:mulliken_charge:R:1
C -1.958 -0.977 0.265 -1.64 -2.08 0.32 -0.5169
C 0.237 -0.408 -0.072 -2.80 -2.41 3.10 0.5072
C 1.714 -0.480 0.158 6.33 1.82 0.31 0.5368
H -2.003 -0.792 1.566 0.22 -0.46 -4.26 0.2576
H -2.149 0.135 -0.306 -0.68 -3.87 1.40 0.1374
H -2.896 -1.861 -0.071 3.13 2.97 1.08 0.2784
H -1.328 0.971 -0.261 3.84 0.21 3.80 0.1678
H 0.880 2.613 0.058 -1.19 -2.50 -2.79 0.2741
H -0.583 2.083 -1.221 5.31 -0.02 1.76 0.3533
H 3.467 -1.268 -0.153 -3.59 -1.27 -0.62 0.3840
N -0.507 -1.557 -0.174 -0.59 6.60 1.42 -0.4068
N -0.288 1.001 0.447 -1.68 -4.03 -5.24 -0.3883
N 0.514 1.721 -0.596 -3.47 5.54 0.13 -0.5352
O 2.463 -1.619 -0.359 0.84 3.76 1.82 -0.4770
O 2.437 0.440 0.719 -4.01 -4.25 -2.21 -0.5723
```
Positions in Å, forces in eV/Å.

***

Record 2
Density functional theory data (wB97M-V/def2-TZVPD) for a 2-piece molecular cluster, C8H9FNO4 overall in a non-equilibrium geometry.

Properties
Lowest unoccupied orbital energy (eV): 2.2
Orbital gap (eV): 5.048
Energy relative to the best compared isomer or geometry (same formula, charge and spin) (kcal per mole): 176.1
Net charge: -1
Multiplicity: 1

```
23
Properties=species:S:1:pos:R:3:forces:R:3:mulliken_charge:R:1
C -1.819 -2.088 0.706 -2.04 -0.05 -0.79 -0.7298
N -0.545 -1.620 1.390 0.51 2.22 -1.35 -0.0099
C 0.668 -2.144 0.687 1.17 -1.50 -1.03 -0.7342
C -0.573 -0.133 1.597 -6.32 1.69 0.86 0.3044
O -1.792 0.381 1.775 6.71 -2.69 -0.65 -0.5313
C 0.658 0.942 1.537 0.67 -1.91 -1.36 -0.3962
C 0.622 1.536 0.014 3.78 1.13 -2.15 0.3426
C 1.832 1.934 -0.777 -6.15 -1.15 1.40 -0.4535
C 1.112 1.943 -2.231 4.06 -5.25 -4.37 0.5276
O 1.821 1.278 -3.125 -3.60 4.50 4.43 -0.4938
O -0.316 2.067 -2.380 4.16 0.15 7.44 -0.0865
C -0.647 1.856 -0.969 -4.18 4.54 2.45 0.2273
O -1.777 2.314 -0.501 5.89 -3.24 -2.53 -0.5314
H -2.097 -1.421 -0.242 0.72 -1.27 2.06 0.2662
H -2.767 -2.049 1.414 2.28 0.09 -1.31 0.2308
H -1.755 -3.193 0.306 0.37 2.18 1.08 0.3074
H 0.993 -1.481 -0.232 -0.44 -1.17 1.90 0.2424
H 1.576 -2.379 1.420 -1.95 0.92 -1.48 0.2242
H 0.417 -3.210 0.210 0.40 2.41 1.16 0.3031
H 1.649 0.311 1.585 -1.74 1.36 -0.09 0.2538
H 0.709 1.722 2.402 -0.77 -1.46 -1.76 0.3238
H 2.958 2.004 -0.522 -2.30 -0.29 -0.68 0.3083
F -0.925 1.429 -4.062 -1.23 -1.22 -3.23 -0.8954
```
Positions in Å, forces in eV/Å.

***

Record 3
Density functional theory data (wB97M-V/def2-TZVPD) for one molecule with the formula C3H5NO2 in a non-equilibrium geometry.

Properties
Lowest unoccupied orbital energy (eV): 0.8
Orbital gap (eV): 10.511
Energy relative to the best compared isomer or geometry (same formula, charge and spin) (kcal per mole): 54.6
Net charge: 0
Multiplicity: 1
SMILES: CC(=O)NC=O

```
11
Properties=species:S:1:pos:R:3:forces:R:3:mulliken_charge:R:1
N -0.509 -0.312 -0.895 -0.03 -0.47 0.07 -0.2031
C -1.495 -0.243 0.079 -0.48 0.19 0.51 0.0975
O -1.305 0.171 1.202 -0.99 -0.42 -0.35 -0.4940
C 0.950 0.755 0.554 2.28 0.58 -1.91 -0.5925
C 0.741 -0.446 -0.215 -1.21 -1.32 0.89 0.3508
O 1.442 -1.434 -0.256 -0.28 0.21 -0.34 -0.5878
H -0.672 -0.916 -1.689 -0.10 -0.17 0.13 0.3002
H -2.473 -0.623 -0.226 -0.16 0.04 -0.29 0.3577
H 1.434 0.658 1.539 0.50 0.06 -1.02 0.2480
H 0.313 1.628 0.458 -0.21 -0.60 -0.06 0.3342
H 1.575 0.761 -0.550 0.69 1.91 2.38 0.1892
```
Positions in Å, forces in eV/Å.

***

Record 4
Density functional theory data (wB97M-V/def2-TZVPD) for C32H62BrCl20NSb as an isolated structure.

Properties
Lowest unoccupied orbital energy (eV): 1.7
Orbital gap (eV): 5.707
Net charge: -1
Multiplicity: 1

```
117
Properties=species:S:1:pos:R:3:forces:R:3:mulliken_charge:R:1
C -5.201 3.779 2.942 0.43 -0.43 -0.12 -1.2610
C -4.266 3.307 1.795 -0.59 0.40 0.22 0.3763
C -4.032 4.390 0.719 0.53 0.15 0.44 -0.7507
N -2.785 4.311 -0.046 -0.41 0.08 0.02 -0.5330
Sb -2.276 2.447 -0.932 0.23 -0.24 -0.40 0.6931
C -0.136 3.063 -0.977 0.42 0.01 0.54 -1.2653
C 0.323 3.521 0.429 0.16 -0.25 -0.72 0.1154
C 1.527 2.730 0.948 -0.04 0.22 -0.36 -0.6624
Br 1.255 2.095 2.786 0.30 0.03 0.02 -0.2892
C -1.853 0.407 -1.767 -0.32 0.02 0.00 -0.6840
C -2.667 -0.650 -1.346 0.40 0.24 -0.18 -0.0519
C -2.457 -1.951 -1.794 0.00 0.52 0.65 -0.9525
C -1.414 -2.216 -2.669 0.30 -0.28 -0.08 -0.1296
C -0.596 -1.188 -3.122 -0.40 0.16 0.47 0.0226
C -0.836 0.111 -2.666 0.38 -0.14 -0.31 -0.4087
H -6.082 3.143 3.022 -0.22 0.20 -0.09 0.2987
H -4.684 3.674 3.897 0.00 0.18 0.09 0.2761
H -5.485 4.822 2.821 -0.15 0.04 0.07 0.2928
H -3.314 3.030 2.239 0.15 -0.16 -0.21 0.0626
H -4.725 2.439 1.328 0.33 -0.25 -0.02 0.2533
H -4.008 5.348 1.256 -0.13 0.10 -0.07 0.3587
H -4.898 4.447 0.059 0.01 -0.17 -0.17 0.1333
H -2.063 4.648 0.580 0.20 -0.14 -0.13 0.1566
H -1.930 1.769 0.666 -0.02 -0.07 0.13 -0.0192
H -3.972 1.994 -0.875 -0.07 -0.01 0.10 -0.1748
H -2.477 3.118 -2.543 0.01 0.01 -0.08 -0.1235
H 0.497 2.220 -1.260 -0.29 -0.21 -0.22 0.3636
H 0.024 3.834 -1.732 -0.14 0.11 0.04 0.2949
H -0.496 3.403 1.141 -0.02 0.17 0.09 -0.0237
H 0.628 4.563 0.343 -0.24 0.17 0.45 0.2528
H 2.425 3.342 0.921 0.11 -0.06 0.37 0.3871
H 1.738 1.837 0.370 -0.23 -0.16 0.08 0.3560
H -3.471 -0.419 -0.652 -0.06 -0.16 0.02 0.3091
H -3.113 -2.726 -1.416 0.09 -0.23 -0.18 0.4427
H -1.242 -3.229 -3.012 0.02 -0.04 0.02 0.4575
H 0.223 -1.414 -3.794 -0.20 0.27 0.03 0.1196
H -0.182 0.897 -3.038 -0.08 0.10 0.06 0.3752
Cl -0.127 -5.946 -3.199 -0.07 -0.05 0.07 -0.1283
C 0.522 -5.731 -4.843 -0.03 -0.01 -0.11 -0.7652
C 1.829 -4.981 -4.844 0.07 -0.04 -0.05 -0.0700
Cl 1.625 -3.272 -4.373 0.17 -0.31 -0.06 -0.1578
H -0.235 -5.220 -5.434 0.00 0.06 0.07 0.3828
H 0.674 -6.726 -5.261 0.05 0.00 0.03 0.3893
H 2.250 -4.983 -5.847 -0.05 -0.04 -0.03 0.2945
H 2.551 -5.430 -4.166 -0.03 0.03 0.05 0.0093
Cl 4.940 -4.615 -6.263 0.13 0.00 -0.02 -0.1775
C 4.656 -2.928 -6.770 -0.12 0.08 0.01 -0.4275
C 5.906 -2.275 -7.298 -0.01 0.04 -0.09 -0.4909
Cl 7.120 -2.007 -6.020 0.02 -0.02 -0.01 -0.1904
H 4.249 -2.392 -5.916 0.04 -0.04 0.04 0.3058
H 3.899 -2.953 -7.552 0.03 -0.01 -0.03 0.3336
H 5.659 -1.298 -7.711 -0.03 0.01 0.05 0.3367
H 6.370 -2.875 -8.076 0.02 -0.04 0.04 0.3181
Cl -1.272 4.933 4.042 -0.03 0.07 -0.04 -0.1126
C -0.372 4.099 5.325 -0.01 -0.08 -0.01 -0.4306
C -0.267 4.921 6.584 -0.06 -0.15 0.07 -0.4760
Cl 0.783 6.348 6.364 0.03 0.10 0.04 -0.1971
H 0.609 3.847 4.931 0.00 0.03 -0.03 0.1943
H -0.906 3.174 5.537 -0.01 0.01 0.03 0.3038
H 0.179 4.320 7.376 0.05 0.01 -0.03 0.3192
H -1.239 5.272 6.920 0.01 0.08 -0.07 0.3584
Cl 4.082 7.787 2.344 0.03 -0.01 -0.01 -0.2009
C 4.031 6.879 3.878 -0.12 -0.05 0.01 -0.2514
C 5.079 7.343 4.854 -0.11 0.06 0.08 -0.2066
Cl 6.731 6.930 4.318 0.05 0.03 -0.05 -0.1975
H 4.146 5.823 3.645 0.03 0.01 -0.04 0.3179
H 3.041 7.031 4.305 0.01 0.02 0.01 0.0577
H 4.926 6.851 5.811 0.02 -0.07 -0.01 0.1206
H 5.038 8.418 5.004 0.05 0.01 -0.09 0.3580
Cl -6.961 6.150 0.910 -0.21 0.13 0.05 -0.1231
C -7.004 7.719 0.073 -0.07 0.01 -0.06 -0.4820
C -5.684 8.039 -0.584 0.01 0.03 -0.11 -0.5132
Cl -4.408 8.372 0.613 0.00 0.02 0.01 -0.1850
H -7.279 8.484 0.796 0.05 -0.03 0.05 0.3101
H -7.787 7.657 -0.681 0.05 -0.01 -0.05 0.2961
H -5.788 8.935 -1.194 -0.02 0.01 0.02 0.3551
H -5.345 7.222 -1.217 0.05 -0.05 0.09 0.3318
Cl -4.519 -8.929 0.479 -0.02 -0.01 0.01 -0.2115
C -3.573 -8.920 -1.036 0.07 -0.08 -0.08 -0.4308
C -2.674 -7.716 -1.144 0.10 0.06 -0.02 -0.1746
Cl -3.585 -6.205 -1.364 -0.03 0.01 0.00 -0.1299
H -4.274 -8.966 -1.865 -0.05 0.06 0.04 0.3403
H -2.971 -9.827 -1.036 0.02 0.02 0.04 0.3146
H -2.026 -7.822 -2.013 -0.03 -0.02 -0.01 0.1885
H -2.049 -7.606 -0.260 -0.04 0.01 0.02 0.1116
Cl 2.964 -5.171 -1.257 0.07 0.03 -0.23 -0.1204
C 3.915 -6.584 -0.758 -0.03 0.00 0.06 -0.4157
C 5.276 -6.616 -1.407 0.08 -0.03 0.12 -0.4979
Cl 5.185 -6.930 -3.162 -0.02 0.01 -0.03 -0.1982
H 3.341 -7.476 -0.994 -0.02 0.00 -0.05 0.2530
H 4.028 -6.521 0.324 0.03 0.02 0.00 0.2810
H 5.871 -7.419 -0.974 -0.04 -0.03 -0.02 0.3537
H 5.804 -5.676 -1.265 -0.05 0.04 -0.07 0.3252
Cl 1.986 -4.994 1.939 -0.06 -0.12 0.11 -0.1516
C 0.989 -6.215 2.769 -0.06 0.15 0.12 -0.4333
C 1.307 -7.622 2.336 -0.01 -0.06 0.08 -0.5666
Cl 0.805 -7.937 0.652 0.05 0.00 -0.03 -0.1504
H -0.054 -5.973 2.580 0.01 0.02 -0.06 0.3109
H 1.182 -6.110 3.835 0.02 -0.06 0.00 0.3052
H 0.765 -8.328 2.963 -0.03 0.02 -0.01 0.3592
H 2.371 -7.833 2.414 0.01 0.03 -0.07 0.3493
Cl 6.378 5.202 7.401 -0.01 -0.06 0.19 -0.1902
C 7.638 4.154 6.705 0.04 0.02 -0.17 -0.4071
C 7.746 2.837 7.428 -0.01 -0.07 -0.06 -0.4496
Cl 8.394 3.023 9.080 -0.01 0.00 0.02 -0.1942
H 8.576 4.702 6.728 -0.02 0.02 0.06 0.3149
H 7.364 3.981 5.665 -0.03 -0.01 0.01 0.2869
H 8.431 2.182 6.891 0.03 0.03 0.00 0.3073
H 6.781 2.344 7.502 -0.02 0.04 0.05 0.3290
Cl -6.108 -4.731 -4.154 0.00 0.00 0.03 -0.1804
C -6.377 -3.070 -4.752 -0.13 0.07 -0.08 -0.4565
C -5.163 -2.513 -5.450 0.14 0.11 -0.02 -0.5906
Cl -3.822 -2.215 -4.316 -0.41 -0.12 -0.45 0.0019
H -6.661 -2.453 -3.904 0.07 -0.04 0.05 0.3153
H -7.216 -3.117 -5.446 0.02 -0.03 -0.02 0.3354
H -5.416 -1.557 -5.909 -0.05 0.00 0.03 0.2775
H -4.811 -3.187 -6.228 -0.01 -0.04 0.03 0.3108
```
Positions in Å, forces in eV/Å.

***

Which value of lowest unoccupied orbital energy does entry 1 give?
-0.6 eV